Record 1
Entry from the OMol25 dataset: a structure of composition C25H43Cl2CoN6O4Si (ωB97M-V/def2-TZVPD).

Geometry as XYZ:
```
82
Properties=species:S:1:pos:R:3:forces:R:3:mulliken_spin:R:1
C -1.3688 -0.4076 -4.5180 0.0 0.3 -0.3 0.00
C -0.8401 -1.4309 -3.5641 0.5 -0.6 0.1 0.06
H -1.5750 -0.8375 -5.5048 0.1 0.1 0.2 0.00
H -0.6521 0.4188 -4.6477 -0.2 -0.2 0.0 0.00
H -2.2974 0.0338 -4.1317 0.2 -0.1 -0.1 0.00
C -0.2965 -2.5976 -3.9353 -0.2 0.5 0.4 -0.01
C -0.0853 -3.0167 -5.3530 0.0 -0.2 -0.4 0.00
H 0.0297 -3.3065 -3.1752 -0.1 0.3 -0.1 0.00
H 0.4379 -2.2373 -5.9318 -0.2 -0.3 0.1 0.00
H -1.0401 -3.2325 -5.8592 0.3 0.0 0.1 0.00
H 0.5217 -3.9321 -5.3703 -0.2 0.3 -0.2 0.00
Co -3.8324 2.6561 -0.9943 1.2 -0.8 0.9 2.79
Cl -0.9257 2.0739 -1.5348 -0.6 -0.5 0.1 0.04
C -0.1073 -1.6548 2.6589 0.6 0.5 -0.3 0.00
O 0.7120 -0.8794 2.1641 -0.9 -0.8 0.4 0.00
N 0.2259 -2.7484 3.3934 0.0 0.0 -0.1 0.00
C 1.6127 -3.1621 3.4800 -0.1 0.0 0.0 0.00
C -0.7743 -3.6531 3.9335 0.0 0.1 -0.3 0.00
H -1.2040 -1.5162 2.5473 0.5 -0.1 0.1 0.00
H 2.2578 -2.2916 3.3318 -0.1 -0.2 0.0 0.00
H 1.8484 -3.9220 2.7177 0.0 0.2 0.1 0.00
H 1.7707 -3.6027 4.4705 0.2 0.1 -0.2 0.00
H -1.7182 -3.1136 4.0814 0.2 -0.2 0.0 0.00
H -0.4099 -4.0465 4.8909 -0.2 0.1 -0.1 0.00
H -0.9599 -4.5019 3.2556 0.1 0.2 0.2 0.00
H 0.4765 1.0552 5.0438 0.2 0.2 -0.2 0.00
H -1.4015 2.7452 5.6149 0.3 0.4 -0.1 0.00
C 1.0563 1.8678 4.5871 0.1 -0.3 0.2 0.00
C -0.6701 3.4914 5.2717 -0.1 -0.2 -0.1 0.00
N 0.1487 2.9292 4.2108 0.0 0.4 -0.4 0.00
H 1.5839 1.4985 3.7028 -0.1 0.1 0.2 0.00
C 0.1447 3.4464 2.9600 1.1 -0.7 -0.7 0.00
O 0.8837 3.0892 2.0257 -1.3 0.7 1.3 0.00
H -1.1928 4.3671 4.8772 0.0 0.0 0.2 0.00
H -0.6153 4.2461 2.8423 0.1 -0.1 0.0 0.00
H 1.7659 2.2424 5.3411 0.0 -0.1 -0.2 0.00
H -0.0405 3.7803 6.1239 -0.1 0.1 -0.2 0.00
H 2.0247 0.4340 -3.0865 0.3 0.0 -0.1 0.00
H 2.8648 -2.7336 -2.7894 0.2 0.0 0.2 0.00
C 3.0337 0.0440 -2.9041 0.1 0.2 -0.1 0.00
C 3.4958 -2.2344 -2.0360 -0.2 0.2 0.0 0.00
N 3.0030 -0.8846 -1.7958 0.2 -0.2 0.4 0.01
H 3.6961 0.8862 -2.6693 -0.1 -0.1 -0.1 0.00
C 2.8321 -0.3746 -0.5343 0.3 0.6 0.1 0.00
O 2.8094 0.8239 -0.2824 -0.2 -1.2 -0.4 0.00
H 3.4633 -2.8094 -1.1000 0.1 0.1 -0.3 0.00
H 2.7161 -1.1675 0.2405 0.1 0.4 -0.2 0.00
H 3.3966 -0.4926 -3.7841 -0.1 0.2 0.0 0.00
H 4.5318 -2.2052 -2.4158 -0.3 -0.1 0.2 0.00
O 0.1980 -0.1657 -1.8869 0.6 0.3 -0.3 0.83
C -0.8438 -0.9856 -2.0931 -1.4 -1.6 0.7 -0.01
C 0.3194 -2.7889 -0.7865 0.1 -0.2 0.0 0.01
C -0.8799 -2.1345 -1.0545 0.1 0.4 -0.5 -0.01
H 1.2240 -2.3800 -1.2548 -0.5 -0.4 0.3 -0.01
C 0.3392 -3.9345 0.0136 -0.1 0.3 -0.1 0.00
H -1.8174 -0.4468 -1.9984 0.5 0.2 0.2 0.08
C -2.0570 -2.5388 -0.4337 0.2 -0.3 -0.1 0.01
H 1.2895 -4.4627 0.1604 -0.5 0.1 0.1 0.00
C -0.8548 -4.3839 0.5912 -0.1 0.1 -0.2 0.00
C -2.0507 -3.6762 0.3858 0.3 0.1 -0.1 0.00
H -2.9683 -1.9685 -0.6276 0.1 -0.3 0.1 0.00
H -0.8510 -5.3011 1.1856 -0.1 0.3 -0.2 0.00
H -2.9802 -4.0189 0.8422 0.3 0.1 -0.1 0.00
Si -0.2669 4.0013 -1.4970 0.6 0.8 0.1 0.00
Cl -4.4938 1.5824 -2.6660 -0.3 0.1 -0.5 0.14
C 1.5578 4.1996 -1.1357 -0.1 -0.1 0.0 0.00
C -1.3205 4.7843 -0.1564 -0.2 0.3 -0.1 0.02
C -0.7583 4.6470 -3.1864 0.1 0.2 0.0 0.00
H 1.7979 3.8372 -0.1194 -0.2 0.1 -0.4 0.00
H 1.7709 5.2854 -1.1972 0.0 -0.4 0.0 0.00
H 2.2026 3.6753 -1.8602 -0.3 0.2 0.3 0.00
H -0.0633 4.3206 -3.9713 -0.1 0.1 0.2 0.00
H -0.7585 5.7436 -3.1471 0.0 -0.1 -0.2 0.00
H -1.7628 4.3099 -3.4724 0.1 0.1 0.1 0.00
H -1.9685 4.0664 0.3706 0.3 0.1 0.0 -0.01
H -1.9619 5.5557 -0.5977 0.1 0.1 0.1 0.00
H -0.6694 5.2565 0.5875 -0.2 -0.1 0.0 0.00
N -3.2459 1.8266 0.6517 -0.1 0.0 0.4 0.01
C -2.8569 1.1782 1.5572 -0.1 -0.5 0.1 0.04
N -2.4939 0.3309 2.4472 -0.6 1.1 -1.3 0.01
C -2.2057 0.6572 3.6858 0.8 0.1 2.4 0.00
N -1.9067 0.7918 4.8146 -0.9 -0.5 -2.1 0.00
```
Positions in Å, forces in eV/Å.

Expectation value of S² ... 6.014
Orbital gap (alpha / beta) ... 7.39 / 6.53 eV
Spin multiplicity ... 5
LUMO (alpha / beta) ... -1.186 / -2.042 eV
HOMO level (alpha / beta) ... -8.57 / -8.57 eV

---

Record 2
Entry from the OMol25 dataset: a cluster of 2 separate species, C3H7NO3 in total (ωB97M-V/def2-TZVPD).

Geometry as XYZ:
```
14
Properties=species:S:1:pos:R:3:forces:R:3:nbo_charge:R:1
O -1.8290 -1.7043 -0.2845 -0.1 0.0 0.0 -0.53
C -1.8406 -0.5672 0.1073 -0.1 0.1 -0.2 0.44
C -0.6293 0.3210 0.0501 -0.3 -0.4 0.2 -0.35
N 0.3520 -0.2063 -0.8521 0.1 -0.1 -0.2 -0.62
C 0.9389 0.5740 -1.8034 0.1 0.0 0.2 0.53
O 0.7904 1.7705 -1.8977 0.0 0.0 0.0 -0.60
H -2.7471 -0.1053 0.5451 0.1 -0.2 0.1 0.12
H -0.9175 1.3281 -0.2167 0.1 0.3 -0.1 0.25
H -0.2701 0.3184 1.0853 0.2 0.3 0.1 0.23
H 0.2839 -1.2013 -1.0121 0.2 0.0 0.0 0.41
H 1.6265 0.0087 -2.4508 -0.1 -0.1 -0.1 0.12
O 1.7933 0.0204 3.5607 -0.1 -0.4 -0.3 -0.93
H 1.1786 -0.6842 3.8014 0.0 0.2 0.1 0.47
H 2.2768 -0.3668 2.8168 0.0 0.2 0.2 0.47
```
Positions in Å, forces in eV/Å.

Orbital gap ... 10.55 eV
LUMO ... 0.445 eV
HOMO level ... -10.10 eV
SMILES ... O=CCNC=O.O

---

Result set for max |F|: 2.5; 0.6 eV Å⁻¹, one per record in the order listed.